The following is a quantum chemistry calculation of an isolated molecule of C5H7N3 in a non-equilibrium geometry, from the Open Molecules 2025 dataset.

Structure (XYZ):
```
15
Properties=species:S:1:pos:R:3
C -1.007 1.734 0.710
C -0.176 0.513 0.502
C 1.070 -1.261 0.832
C -0.026 -0.174 -0.855
C -0.474 0.167 -2.059
H -0.840 2.005 1.746
H -2.065 1.483 0.568
H -0.771 2.573 0.070
H 1.732 -1.998 2.358
H 0.878 -2.126 -1.014
H -1.023 1.086 -2.202
H -0.333 -0.447 -2.920
N 0.529 -0.068 1.403
N 1.727 -2.238 1.361
N 0.780 -1.251 -0.501
```

Values from the calculation:
SMILES   [H]/N=C1\N=C(C)C(=C)N1
E_HOMO   -8.597 eV
LUMO energy   -0.024 eV
Charge   0

Per-atom natural (NBO) charges, elementary charge units: atom 1 (C): -0.673, atom 2 (C): 0.313, atom 3 (C): 0.528, atom 4 (C): 0.106, atom 5 (C): -0.440, atom 6 (H): 0.243, atom 7 (H): 0.239, atom 8 (H): 0.237, atom 9 (H): 0.347, atom 10 (H): 0.421, atom 11 (H): 0.211, atom 12 (H): 0.210, atom 13 (N): -0.453, atom 14 (N): -0.678, atom 15 (N): -0.612

---

The following is a quantum chemistry calculation of an isolated molecule of C4H8O2, from the Open Molecules 2025 dataset.

Structure (XYZ):
```
14
Properties=species:S:1:pos:R:3
O -0.833 -0.189 -2.424
C -0.502 -0.690 -1.140
C -0.425 0.423 -0.109
C -0.521 0.141 1.369
C 0.776 0.601 0.771
O 1.807 -0.329 0.612
H -0.104 0.374 -2.712
H 0.441 -1.252 -1.159
H -1.299 -1.394 -0.886
H -0.912 1.333 -0.453
H -0.573 -0.903 1.670
H -1.093 0.824 1.993
H 1.109 1.619 0.975
H 2.130 -0.559 1.492
```

Values from the calculation:
SMILES   OC[C@H]1C[C@H]1O
E_HOMO   -9.942 eV
LUMO energy   0.886 eV
Charge   0

Per-atom natural (NBO) charges, elementary charge units: atom 1 (O): -0.712, atom 2 (C): -0.067, atom 3 (C): -0.275, atom 4 (C): -0.450, atom 5 (C): 0.080, atom 6 (O): -0.709, atom 7 (H): 0.462, atom 8 (H): 0.183, atom 9 (H): 0.178, atom 10 (H): 0.224, atom 11 (H): 0.218, atom 12 (H): 0.220, atom 13 (H): 0.174, atom 14 (H): 0.474

---

The following is a quantum chemistry calculation of a cluster of 2 separate species, C4H11NO2 in total in a non-equilibrium geometry, from the Open Molecules 2025 dataset.

Structure (XYZ):
```
18
Properties=species:S:1:pos:R:3
N -1.554 0.993 -0.368
C -0.609 0.182 0.268
C 0.645 0.098 -0.596
C 1.511 1.375 -0.464
C 0.675 -0.236 -2.164
O -0.745 -0.318 1.391
H -1.091 1.811 -0.754
H -2.325 1.094 0.316
H 1.232 -0.749 -0.077
H 1.987 1.594 0.537
H 0.880 2.251 -0.840
H 2.363 1.277 -1.198
H 0.688 0.751 -2.619
H 1.546 -0.854 -2.388
H -0.055 -0.909 -2.325
H -2.071 -3.429 3.661
H -1.704 -2.032 3.598
O -1.373 -2.898 4.023
```

Values from the calculation:
SMILES   CC(C)C(N)=O.O
E_HOMO   -10.080 eV
LUMO energy   0.794 eV
Charge   0

Per-atom natural (NBO) charges, elementary charge units: atom 1 (N): -0.846, atom 2 (C): 0.691, atom 3 (C): -0.333, atom 4 (C): -0.601, atom 5 (C): -0.591, atom 6 (O): -0.602, atom 7 (H): 0.390, atom 8 (H): 0.396, atom 9 (H): 0.227, atom 10 (H): 0.232, atom 11 (H): 0.181, atom 12 (H): 0.218, atom 13 (H): 0.206, atom 14 (H): 0.218, atom 15 (H): 0.215, atom 16 (H): 0.456, atom 17 (H): 0.472, atom 18 (O): -0.928

---

The following is a quantum chemistry calculation of an isolated molecule of C5H7Cl2NO in a non-equilibrium geometry, from the Open Molecules 2025 dataset.

Structure (XYZ):
```
16
Properties=species:S:1:pos:R:3
C -0.475 -1.268 -0.595
C -0.267 -1.189 0.931
C 0.291 -0.140 -1.296
C 0.275 0.256 1.166
C 0.520 0.894 -0.239
N -0.656 2.140 -0.279
O -0.123 3.190 -0.220
Cl -1.059 1.140 1.885
Cl 2.074 1.598 -0.261
H -0.286 -2.330 -0.970
H -1.599 -1.073 -0.945
H -1.207 -1.429 1.312
H 0.396 -2.035 1.082
H 1.236 -0.603 -1.540
H -0.191 0.418 -2.007
H 1.072 0.432 1.975
```

Values from the calculation:
SMILES   O=N[C@]1(Cl)CCC[C@@H]1Cl
E_HOMO   -8.993 eV
LUMO energy   0.064 eV
Charge   0

Per-atom natural (NBO) charges, elementary charge units: atom 1 (C): -0.384, atom 2 (C): -0.443, atom 3 (C): -0.465, atom 4 (C): -0.236, atom 5 (C): -0.029, atom 6 (N): 0.183, atom 7 (O): -0.245, atom 8 (Cl): -0.003, atom 9 (Cl): 0.018, atom 10 (H): 0.220, atom 11 (H): 0.203, atom 12 (H): 0.238, atom 13 (H): 0.222, atom 14 (H): 0.233, atom 15 (H): 0.230, atom 16 (H): 0.259

---

The following is a quantum chemistry calculation of a cluster of 2 separate species, C6H19N4O2 in total, from the Open Molecules 2025 dataset.

Structure (XYZ):
```
31
Properties=species:S:1:pos:R:3
N 1.681 1.266 -1.089
C 1.686 0.328 0.026
N 1.656 1.104 1.281
N 2.798 -0.579 -0.177
C 0.396 -0.536 0.042
C -0.826 0.159 -0.520
C -2.004 -0.761 -0.801
O -2.638 -1.071 0.426
C -3.426 0.009 0.897
C -2.783 1.356 0.568
N -1.295 1.183 0.528
H 1.476 2.210 -0.781
H 2.577 1.286 -1.561
H 1.928 0.536 2.079
H 2.328 1.865 1.232
H 2.754 -1.346 0.490
H 3.682 -0.109 0.004
H 0.552 -1.467 -0.502
H 0.197 -0.809 1.083
H -0.540 0.739 -1.397
H -1.642 -1.688 -1.238
H -2.713 -0.314 -1.504
H -3.518 -0.137 1.972
H -4.429 -0.011 0.461
H -3.070 1.737 -0.408
H -3.024 2.110 1.313
H -0.941 0.891 1.442
H -0.847 2.080 0.344
O 3.505 -3.353 -1.743
H 3.212 -4.111 -1.228
H 3.268 -2.567 -1.240
```

Values from the calculation:
E_HOMO   -13.295 eV
LUMO energy   -2.966 eV
Charge   +1

Per-atom natural (NBO) charges, elementary charge units: atom 1 (N): -0.861, atom 2 (C): 0.401, atom 3 (N): -0.902, atom 4 (N): -0.850, atom 5 (C): -0.438, atom 6 (C): -0.066, atom 7 (C): -0.095, atom 8 (O): -0.507, atom 9 (C): -0.089, atom 10 (C): -0.258, atom 11 (N): -0.504, atom 12 (H): 0.360, atom 13 (H): 0.398, atom 14 (H): 0.378, atom 15 (H): 0.377, atom 16 (H): 0.367, atom 17 (H): 0.377, atom 18 (H): 0.251, atom 19 (H): 0.210, atom 20 (H): 0.259, atom 21 (H): 0.233, atom 22 (H): 0.189, atom 23 (H): 0.212, atom 24 (H): 0.205, atom 25 (H): 0.225, atom 26 (H): 0.243, atom 27 (H): 0.445, atom 28 (H): 0.442, atom 29 (O): -0.939, atom 30 (H): 0.468, atom 31 (H): 0.469

---

The following is a quantum chemistry calculation of a structure of composition C17H17BrFeO3S in a non-equilibrium geometry, from the Open Molecules 2025 dataset.

Structure (XYZ):
```
40
Properties=species:S:1:pos:R:3
C 0.181 2.924 -4.250
C 1.594 2.796 -4.484
C 1.995 1.463 -4.102
H 2.237 3.562 -4.905
C 0.840 0.812 -3.517
C -0.287 1.699 -3.675
H -1.323 1.427 -3.518
H -0.460 3.754 -4.557
H 2.961 0.999 -4.265
H 0.823 -0.178 -3.092
Fe 1.284 2.492 -2.434
Br 1.297 3.383 -0.302
C -2.947 1.687 0.108
C -3.327 0.999 -1.077
C -3.574 1.995 -2.094
H -3.354 -0.079 -1.217
C -3.317 3.279 -1.519
C -2.855 3.080 -0.184
H -2.383 3.828 0.450
H -2.843 1.230 1.103
H -3.889 1.794 -3.119
H -3.394 4.236 -2.037
C 1.737 -4.509 5.203
C 1.388 -3.476 4.174
C 2.410 -2.764 3.526
C 2.115 -1.811 2.573
C 0.757 -1.510 2.256
C -0.275 -2.243 2.912
C 0.051 -3.204 3.846
S 0.770 -1.334 -0.519
O 0.450 -0.647 1.315
O 1.999 -0.607 -0.806
O -0.457 -0.782 -1.072
H 2.410 -5.271 4.787
H 2.254 -4.051 6.056
H 0.832 -4.995 5.581
H 3.452 -2.958 3.794
H 2.896 -1.251 2.064
H -1.303 -2.010 2.651
H -0.745 -3.757 4.346
```

Values from the calculation:
Expectation value of S²   6.018
E_HOMO (spin up / spin down)   0.072 / 0.075 eV
Spin multiplicity   5
LUMO energy (spin up / spin down)   4.640 / 4.640 eV
Charge   -2

Per-atom natural (NBO) charges, elementary charge units: atom 1 (C): -0.372, atom 2 (C): -0.432, atom 3 (C): -0.411, atom 4 (H): 0.221, atom 5 (C): -0.395, atom 6 (C): -0.326, atom 7 (H): 0.288, atom 8 (H): 0.237, atom 9 (H): 0.230, atom 10 (H): 0.272, atom 11 (Fe): 1.285, atom 12 (Br): -0.628, atom 13 (C): -0.338, atom 14 (C): -0.358, atom 15 (C): -0.407, atom 16 (H): 0.186, atom 17 (C): -0.386, atom 18 (C): -0.373, atom 19 (H): 0.179, atom 20 (H): 0.182, atom 21 (H): 0.164, atom 22 (H): 0.164, atom 23 (C): -0.610, atom 24 (C): -0.117, atom 25 (C): -0.206, atom 26 (C): -0.296, atom 27 (C): 0.339, atom 28 (C): -0.241, atom 29 (C): -0.233, atom 30 (S): 1.669, atom 31 (O): -0.737, atom 32 (O): -0.995, atom 33 (O): -0.941, atom 34 (H): 0.195, atom 35 (H): 0.193, atom 36 (H): 0.198, atom 37 (H): 0.182, atom 38 (H): 0.222, atom 39 (H): 0.214, atom 40 (H): 0.183

---

Electronic energy values (in a.u.) by entry order: -358.97847; -307.63817; -364.21708; -1244.96599; -609.28035; -5119.59162.